Molecular formula: C4H6BrCdFO2
Method: DFT, wB97M-V/def2-TZVPD

Strongest force on any atom: 1.18 eV/Å
LUMO energy: -0.4474 Ha
Gap between HOMO and LUMO: 7.47 eV
DFT total energy: -85643.449 eV
HOMO level: -19.6492 eV
Net charge: +2

Positions of all 15 atoms, in Å:
O1 -0.198 -0.530 -2.263
C1 -0.710 0.492 -1.942
O2 -1.669 0.481 -0.886
C2 -1.208 0.205 0.315
Br1 -1.270 -2.043 0.405
C3 0.124 0.803 0.745
C4 1.358 -0.069 0.870
F1 1.234 -0.999 1.878
H1 -0.528 1.495 -2.346
H2 -2.011 0.283 1.047
H3 -0.075 1.267 1.717
H4 0.387 1.613 0.053
H5 1.548 -0.619 -0.077
H6 2.249 0.539 1.032
Cd1 0.768 -2.916 -0.549